A.
# C45H99N5O7

A 7-piece molecular cluster, C45H99N5O7 overall (the ωB97M-V functional and the def2-TZVPD basis, the Open Molecules 2025 dataset).

Results
**SMILES**: CC1(C)CCCC(C)(C)N1O.CC1(C)CCCC(C)(C)N1O.CC1(C)CCCC(C)(C)N1O.CC1(C)CCCC(C)(C)N1O.CC1(C)CCCC(C)(C)N1O.O.O
**Orbital gap**: 7.82 eV
**HOMO level**: -7.727 eV

Geometry (Å):
C -1.9615 1.0405 -2.1111
C -2.0547 0.1784 -3.3586
C -0.7804 -0.6419 -3.5861
C -3.1549 -0.8808 -3.2484
C -4.5307 -0.2043 -3.3653
C -4.6601 0.6453 -4.6340
C -3.4972 1.6199 -4.9366
C -3.4725 1.8258 -6.4721
C -3.6802 2.9927 -4.2811
N -2.2155 1.0047 -4.5639
O -1.1242 1.8557 -4.7587
H -1.8393 0.4313 -1.2026
H -1.0100 1.5766 -2.0833
H -2.7988 1.7012 -1.9243
H -0.6879 -1.4442 -2.8424
H -0.8708 -1.1576 -4.5420
H 0.1649 -0.1028 -3.4789
H -3.0423 -1.7300 -3.9245
H -3.0595 -1.3189 -2.2527
H -5.3368 -0.9387 -3.3663
H -4.5958 0.4397 -2.4841
H -5.5961 1.1898 -4.5084
H -4.7162 -0.0467 -5.4780
H -2.8280 2.6485 -6.7729
H -4.4866 1.9284 -6.8530
H -3.0305 0.8942 -6.8336
H -3.6144 3.0207 -3.1952
H -4.5573 3.5530 -4.6073
H -2.8203 3.5969 -4.5890
H -0.5428 1.3890 -5.3699
C 3.6580 5.3532 2.4172
C 3.7412 4.0132 3.1357
C 3.6794 4.1605 4.6839
C 2.5621 3.1386 2.6557
C 2.7254 1.6309 2.8247
C 4.0452 1.1759 2.1986
C 5.2332 1.9340 2.7895
C 5.5875 1.4693 4.2189
C 6.4602 1.6734 1.8831
N 5.0325 3.3922 2.7600
O 6.1534 4.1274 3.2605
H 2.8531 6.0133 2.7599
H 4.5231 5.9732 2.6761
H 3.5417 5.2755 1.3370
H 3.0310 4.9910 4.9636
H 3.3234 3.2078 5.0695
H 4.6730 4.3509 5.0826
H 1.7499 3.4702 3.3146
H 2.1921 3.4214 1.6715
H 2.6807 1.3611 3.8834
H 1.8629 1.1158 2.3955
H 4.0301 1.3633 1.1223
H 4.0817 0.0929 2.3296
H 5.8357 0.4078 4.1832
H 4.7470 1.5614 4.9069
H 6.3583 2.1392 4.5949
H 7.3843 2.0138 2.3617
H 6.4970 2.2439 0.9534
H 6.5592 0.6030 1.6990
H 6.2430 4.7293 2.5128
C 3.5992 3.3285 -1.5244
C 2.4040 2.4347 -1.9821
C 1.5621 2.1319 -0.7353
C 1.5277 3.1415 -3.0093
C 2.1332 3.1304 -4.4305
C 2.4956 1.7165 -4.8792
C 3.2881 0.8919 -3.8692
C 3.1154 -0.5816 -4.2117
C 4.8144 1.1905 -4.0385
N 2.8605 1.1344 -2.5073
O 3.5760 0.4110 -1.5287
H 4.1003 3.6132 -2.4525
H 3.2457 4.2594 -1.0837
H 4.2300 2.7404 -0.8633
H 1.2561 3.0860 -0.3036
H 0.6967 1.5251 -1.0042
H 2.1658 1.6232 0.0132
H 0.5674 2.6290 -2.9643
H 1.4654 4.2098 -2.7958
H 1.3182 3.5077 -5.0502
H 3.0059 3.7815 -4.4648
H 3.0445 1.8241 -5.8182
H 1.5955 1.1736 -5.1877
H 3.3039 -0.7642 -5.2676
H 2.0779 -0.8582 -3.9763
H 3.6545 -1.2824 -3.5701
H 5.1468 2.1004 -3.5413
H 5.1047 1.2267 -5.0918
H 5.4040 0.3644 -3.6356
H 3.2067 -0.4756 -1.5977
C -3.0011 -0.6710 1.8277
C -3.2655 0.3735 2.9108
C -3.8001 1.6468 2.2383
C -4.4339 -0.1079 3.7764
C -4.0646 -1.2204 4.7643
C -2.8739 -0.7831 5.6418
C -1.6872 -0.2331 4.8146
C -0.7227 0.4757 5.7717
C -0.9175 -1.4661 4.2608
N -2.1770 0.7152 3.8036
O -1.0843 1.2905 3.0796
H -3.8595 -0.8813 1.1891
H -2.2506 -0.2760 1.1288
H -2.5682 -1.6173 2.1462
H -4.1098 2.4460 2.9138
H -3.0459 2.1129 1.5996
H -4.6858 1.3988 1.6490
H -4.8696 0.7026 4.3638
H -5.2291 -0.4678 3.1198
H -4.9237 -1.3345 5.4279
H -3.7720 -2.1837 4.3446
H -2.4783 -1.6255 6.2145
H -3.1932 -0.0656 6.4037
H 0.1589 0.7261 5.1740
H -0.4139 -0.2399 6.5278
H -1.1476 1.4290 6.0817
H -1.5689 -2.1865 3.7667
H -0.2484 -1.9332 4.9780
H -0.2806 -1.1291 3.4354
H -0.6042 0.5261 2.7094
C -3.2216 -4.9231 -2.1884
C -2.7866 -4.7801 -0.7011
C -3.2651 -3.4249 -0.1657
C -3.6161 -5.8695 -0.0009
C -3.1687 -6.1383 1.4401
C -1.6503 -6.4117 1.4166
C -0.7808 -5.3056 0.8009
C -0.8177 -4.0587 1.7081
C 0.6454 -5.8151 0.6322
N -1.3642 -4.9822 -0.5009
O -0.6355 -4.0733 -1.2919
H -4.1289 -4.3694 -2.4234
H -2.4623 -4.4632 -2.8280
H -3.3310 -5.9751 -2.4363
H -4.3132 -3.3786 -0.4687
H -3.3514 -3.4000 0.9231
H -2.6283 -2.5829 -0.4293
H -4.6657 -5.5713 -0.0021
H -3.5089 -6.8362 -0.5002
H -3.4567 -5.2613 2.0299
H -3.7239 -6.9632 1.8860
H -1.5307 -7.3318 0.8416
H -1.3957 -6.5501 2.4694
H -1.7417 -3.9666 2.2777
H -0.5993 -3.1129 1.2083
H -0.0550 -4.1036 2.4974
H 1.3590 -5.0475 0.3351
H 0.7204 -6.6671 -0.0511
H 1.0049 -6.2812 1.5538
H 0.0162 -4.6096 -1.7604
O 0.2528 -0.1780 1.0900
H 0.8407 -0.8144 0.6162
H -0.2241 0.2776 0.3866
O 1.4963 -2.1043 -0.4411
H 1.6010 -2.1205 -1.3981
H 0.9934 -2.9110 -0.2381

B.
# C45H99N5O7

A 7-piece molecular cluster, C45H99N5O7 overall (the ωB97M-V functional and the def2-TZVPD basis, the Open Molecules 2025 dataset).

Results
**SMILES**: CC1(C)CCCC(C)(C)N1O.CC1(C)CCCC(C)(C)N1O.CC1(C)CCCC(C)(C)N1O.CC1(C)CCCC(C)(C)N1O.CC1(C)CCCC(C)(C)N1O.O.O
**Orbital gap**: 7.84 eV
**HOMO level**: -7.685 eV

Geometry (Å):
C 2.0371 8.5168 6.9200
C 1.3845 8.2214 5.5318
C -0.0334 8.7817 5.4090
C 2.3616 8.9801 4.6348
C 1.9904 8.6241 3.2036
C 2.1155 7.1699 2.8571
C 1.2838 6.3004 3.8533
C -0.1592 6.1533 3.3383
C 2.0113 4.9089 3.8254
N 1.5049 6.7773 5.2599
O 0.8150 6.0406 6.2245
H 1.8156 9.5805 7.0108
H 1.4273 8.0007 7.6654
H 3.0591 8.1590 6.9698
H -0.0200 9.8056 5.0329
H -0.6899 8.2134 4.7550
H -0.4920 8.8123 6.4001
H 2.2825 10.0592 4.7448
H 3.3845 8.6039 4.5399
H 0.9232 8.8602 3.0911
H 2.5056 9.2154 2.4411
H 3.1724 6.8903 2.8965
H 1.7981 7.0067 1.8266
H -0.5522 7.0912 2.9434
H -0.8188 5.8975 4.1728
H -0.3020 5.3879 2.5766
H 2.9808 4.8020 4.3030
H 1.9355 4.4882 2.8217
H 1.3465 4.2749 4.4240
H -0.1299 6.1551 6.0275
C 3.6268 2.2749 -4.1595
C 4.0297 3.7226 -3.7507
C 2.8216 4.6087 -3.3699
C 4.8121 3.4863 -2.4181
C 6.2323 2.8904 -2.6953
C 7.0041 3.9365 -3.6061
C 6.2529 4.1650 -4.9192
C 6.9446 5.3378 -5.5906
C 6.5067 2.9341 -5.8214
N 4.8030 4.5018 -4.7290
O 4.2013 4.6558 -5.9957
H 3.5810 2.1187 -5.2441
H 4.4066 1.5456 -3.9451
H 2.6377 1.9523 -3.8380
H 3.1475 5.5546 -2.9291
H 2.3443 4.9706 -4.2837
H 2.0766 4.2219 -2.6769
H 5.0891 4.4441 -1.9573
H 4.2573 3.0773 -1.5742
H 6.7229 2.7848 -1.7293
H 6.1643 1.9693 -3.2703
H 8.0580 3.6711 -3.6547
H 6.9697 4.8694 -3.0334
H 6.5389 5.5273 -6.5853
H 8.0241 5.1937 -5.6437
H 6.8409 6.2412 -4.9831
H 7.5532 2.6218 -5.8089
H 6.3895 3.2774 -6.8503
H 5.9049 2.0795 -5.5228
H 4.4953 5.5518 -6.1909
C 1.1970 2.2043 -0.8053
C 1.6051 0.9801 0.0699
C 3.0878 0.7270 -0.0990
C 1.5230 1.4993 1.4991
C 0.1280 1.1875 2.0703
C -0.4878 -0.1755 1.9239
C -0.5462 -0.4847 0.3678
C -0.7742 -2.0195 0.2930
C -1.7483 0.2906 -0.2305
N 0.7735 -0.2093 -0.1382
O 1.0333 -0.7521 -1.4278
H 1.3715 2.0357 -1.8725
H 0.1155 2.3525 -0.7557
H 1.6658 3.1568 -0.5646
H 3.7994 1.4439 0.3082
H 3.3932 -0.2577 0.2657
H 3.3685 0.6150 -1.1533
H 2.2510 1.1454 2.2319
H 1.6576 2.5793 1.4917
H 0.1800 1.5192 3.1151
H -0.5782 1.9459 1.7104
H -1.4435 -0.2472 2.4409
H 0.2124 -0.8753 2.3898
H -0.0053 -2.6494 0.7436
H -0.8395 -2.3442 -0.7472
H -1.6701 -2.3660 0.8177
H -1.8819 0.0595 -1.2890
H -1.6221 1.3587 -0.0556
H -2.7118 0.0590 0.2263
H 0.5999 -0.0781 -1.9737
C -1.1094 -5.6949 1.5229
C -2.5016 -5.7794 2.1636
C -3.0266 -7.2437 2.0289
C -2.1963 -5.5893 3.6582
C -3.4970 -5.3113 4.4610
C -4.2158 -4.1489 3.8607
C -4.5619 -4.2148 2.3433
C -5.7480 -5.2176 2.2973
C -4.9603 -2.8196 1.9332
N -3.3938 -4.7219 1.6393
O -3.5393 -4.8349 0.2638
H -0.3223 -6.1333 2.1304
H -1.1317 -6.0832 0.5017
H -0.8719 -4.6347 1.3914
H -3.7631 -7.4136 1.2430
H -2.2101 -7.9407 1.8272
H -3.4310 -7.6016 2.9769
H -1.8498 -6.4972 4.1541
H -1.4816 -4.7845 3.8352
H -4.2585 -6.0978 4.4525
H -3.1342 -5.1513 5.4771
H -3.4753 -3.3454 3.9936
H -5.0285 -3.8418 4.5217
H -6.5138 -4.9484 3.0281
H -5.5714 -6.2856 2.4217
H -6.2611 -5.1681 1.3306
H -5.7869 -2.3966 2.4984
H -5.1845 -2.8339 0.8622
H -4.0899 -2.1591 1.9595
H -2.8156 -4.2508 0.0001
C -1.8979 -4.4188 -2.6640
C -2.4795 -5.4522 -3.6983
C -3.0646 -4.7074 -4.9075
C -1.2893 -6.3175 -4.1442
C -1.6311 -7.6699 -4.6798
C -2.6071 -8.3884 -3.7492
C -3.8920 -7.6496 -3.4377
C -4.8112 -7.6573 -4.6705
C -4.6574 -8.2420 -2.2606
N -3.5317 -6.2498 -3.0517
O -4.5817 -5.4799 -2.5559
H -1.4575 -4.9215 -1.7997
H -1.1043 -3.8056 -3.0944
H -2.6513 -3.7354 -2.2679
H -4.0961 -4.3486 -4.8531
H -2.5293 -3.8154 -5.2386
H -3.1681 -5.4051 -5.7433
H -0.7099 -5.7504 -4.8802
H -0.5168 -6.4287 -3.3754
H -2.2093 -7.4830 -5.5899
H -0.7652 -8.3148 -4.8143
H -2.1156 -8.6673 -2.8108
H -2.8097 -9.3623 -4.2039
H -5.7560 -7.2200 -4.3480
H -4.9339 -8.6795 -5.0358
H -4.3996 -7.1299 -5.5292
H -5.5078 -7.6220 -1.9693
H -4.0822 -8.4105 -1.3507
H -5.1794 -9.1360 -2.6117
H -4.4576 -5.6685 -1.6157
O 1.0097 -0.7130 5.2464
H 1.4773 -1.3040 4.6482
H 0.2461 -0.4139 4.7430
O -4.9818 1.5229 0.2278
H -5.6034 1.3679 0.9458
H -4.3514 2.1555 0.5858

Top of the stability list: A, leading by 315.3 kJ/mol.

A.
# CH2I2O

CH2I2O as an isolated structure (the ωB97M-V functional and the def2-TZVPD basis, the Open Molecules 2025 dataset).

Results
**Orbital gap (spin up / spin down)**: 6.28 / 6.28 eV
**HOMO level (spin up / spin down)**: -8.336 / -8.336 eV

Geometry (Å):
C -1.0307 0.3088 -0.1150
O 0.8157 -1.3361 0.3182
I 0.3076 1.9722 -0.1189
I 2.5470 -0.7465 0.1036
H -1.1912 -0.1714 -1.0240
H -1.4483 -0.0271 0.8361

B.
# CH2I2O

CH2I2O as an isolated structure (the ωB97M-V functional and the def2-TZVPD basis, the Open Molecules 2025 dataset).

Results
**Orbital gap**: 9.11 eV
**HOMO level**: -9.395 eV

Geometry (Å):
C -0.0012 -0.1234 -0.2453
O 0.2930 -0.5795 0.9426
I 1.7390 0.0614 -1.5297
I -1.0619 1.8296 -0.0765
H -0.6843 -0.7522 -0.7157
H -0.2845 -0.4360 1.6244

Top of the stability list: B, leading by 389.5 kJ/mol.